{"formula": "C3H7NO2", "method": "ωB97M-V with the def2-TZVPD basis set", "elements": ["C", "N", "C", "O", "C", "O", "H", "H", "H", "H", "H", "H", "H"], "xyz": [[-1.402, -0.557, -1.660], [-0.346, 0.796, -0.447], [0.113, -0.207, 0.222], [-0.232, -1.351, -0.190], [0.998, -0.074, 1.447], [1.511, 1.225, 1.633], [-1.341, 0.248, -2.383], [-1.139, -1.518, -2.088], [-2.326, -0.567, -1.097], [-0.157, 1.729, -0.090], [1.788, -0.833, 1.397], [0.396, -0.295, 2.333], [2.137, 1.403, 0.922]], "forces_ev_per_angstrom": [[-0.2059, -0.0218, -0.2091], [0.1085, -0.0730, 0.1029], [-0.1390, 0.0256, -0.0314], [0.0603, 0.0286, 0.0834], [-0.0956, -0.2793, 0.0318], [0.1380, 0.1487, -0.0978], [0.0596, -0.0725, 0.1847], [0.0552, 0.1471, 0.1299], [0.2021, 0.0203, 0.0231], [-0.0655, -0.0042, -0.1093], [-0.1049, 0.0892, -0.0510], [0.0073, -0.0361, -0.1404], [-0.0202, 0.0273, 0.0830]], "nbo_charge": [-0.2175, -0.7402, 0.5782, -0.6171, -0.1382, -0.7070, 0.1912, 0.1986, 0.2027, 0.3800, 0.1912, 0.2093, 0.4688], "multiplicity": 1, "de_lowest_kcal_mol": 94.0, "total_charge": 0, "e_homo_ev": -9.58, "gap_ev": 9.93, "fmax_ev_per_a": 0.30}